{"formula": "C24H45NP2SiZn", "method": "ωB97M-V/def2-TZVPD", "symbols": ["P", "P", "C", "C", "H", "H", "H", "H", "C", "H", "H", "H", "C", "H", "H", "H", "C", "H", "H", "H", "C", "H", "H", "H", "Zn", "C", "C", "C", "C", "C", "C", "C", "C", "C", "H", "H", "H", "H", "H", "H", "H", "H", "H", "H", "H", "H", "H", "H", "H", "C", "Si", "C", "C", "N", "C", "C", "C", "C", "C", "C", "H", "H", "H", "H", "H", "H", "H", "H", "H", "H", "H", "H", "H", "H"], "coordinates": [[0.356681, -3.224091, -0.427919], [-0.107729, 3.515325, 0.222766], [0.438603, -1.468839, -0.701078], [0.319692, 1.779909, -0.254358], [-0.278271, -1.058655, -1.488045], [1.447066, -0.976098, -0.737360], [1.418328, 1.699354, -0.394190], [-0.218068, 1.434342, -1.195316], [-1.623290, 3.721565, -0.809296], [-2.395449, 4.061781, -0.104543], [-1.992205, 2.810344, -1.292296], [-1.466721, 4.481479, -1.580482], [1.202841, 4.416915, -0.755543], [0.864364, 4.729186, -1.758910], [2.122837, 3.819080, -0.891215], [1.480510, 5.307859, -0.168263], [-0.795298, -4.290460, -1.352626], [-1.037701, -5.131932, -0.710217], [-0.359342, -4.635348, -2.298128], [-1.765866, -3.824252, -1.564169], [1.982971, -3.933899, -0.821486], [2.739081, -3.143808, -0.914875], [1.912693, -4.561602, -1.721867], [2.207484, -4.566623, 0.064071], [-0.464956, 0.027899, 0.180461], [0.365466, 0.899087, -3.308607], [-0.985153, 0.903365, -3.170915], [-1.924082, 0.092285, -4.019998], [-1.497556, -1.360305, -4.357700], [-0.610732, -1.987392, -3.352733], [0.732063, -2.025435, -3.323535], [1.595389, -1.199632, -4.192828], [1.148839, 0.257666, -4.437067], [0.092755, -3.583828, 1.311663], [0.945597, 1.626853, -2.732224], [-1.482655, 1.783997, -2.752142], [-2.137547, 0.559031, -4.998919], [-2.896654, 0.047593, -3.513875], [-2.405634, -1.998682, -4.383341], [-1.023891, -1.420177, -5.349233], [-1.190050, -2.544404, -2.638943], [1.302964, -2.813307, -2.809415], [1.647440, -1.726402, -5.155060], [2.614823, -1.207037, -3.794457], [2.076398, 0.844017, -4.554425], [0.666034, 0.310887, -5.433285], [0.171702, -2.613126, 1.835433], [0.903560, -4.199922, 1.665445], [-0.897054, -4.075642, 1.483104], [2.860770, 0.348216, 2.265925], [1.447616, 0.899045, 3.349005], [1.691293, 0.261039, 5.110184], [1.606868, 2.780453, 3.477478], [-0.105969, 0.420788, 2.621621], [-1.293339, 0.596436, 3.233404], [-2.500356, 0.055127, 2.658921], [-3.722863, 0.250611, 3.286011], [-3.802528, 0.987600, 4.475936], [-2.654858, 1.550841, 5.036655], [-1.422303, 1.340679, 4.450626], [3.793544, 0.643036, 2.774124], [2.810528, 0.827087, 1.281249], [2.850550, -0.739419, 2.130050], [2.688307, 0.599613, 5.447930], [0.932980, 0.619495, 5.825669], [1.664131, -0.839441, 5.130022], [1.720847, 3.231332, 2.481124], [0.747319, 3.266834, 3.961943], [2.514667, 2.988752, 4.070701], [-2.429032, -0.520866, 1.720496], [-4.627130, -0.169089, 2.846395], [-4.759688, 1.121955, 4.978303], [-2.687351, 2.159781, 5.943872], [-0.524278, 1.761165, 4.900322]], "forces_ev_per_a": [[0.7, 1.4, -0.2], [0.5, -1.1, 0.0], [-1.4, -0.3, -0.2], [-1.0, 0.1, -1.4], [1.8, -1.1, 0.6], [-0.9, -0.9, -0.2], [-0.6, -0.3, 0.1], [1.3, 1.8, 0.5], [-0.5, 0.4, 0.3], [0.0, 0.0, -0.5], [0.2, 0.2, 0.3], [-0.1, 0.0, 0.1], [0.2, 0.4, -0.2], [0.1, -0.1, 0.3], [-0.5, 0.1, 0.2], [0.0, -0.2, -0.4], [-0.6, 0.1, 0.0], [0.3, -0.3, 0.1], [-0.1, 0.2, 0.3], [0.3, -0.1, 0.2], [0.0, -0.6, 0.8], [-0.2, -0.3, 0.0], [0.3, 0.3, 0.3], [0.3, 0.2, -0.8], [1.0, 1.0, 4.2], [-1.0, 0.9, -0.9], [1.0, 0.6, -1.9], [-0.5, -0.5, -0.5], [-0.1, 0.4, -0.3], [0.9, -1.0, -0.4], [-1.0, -0.9, -1.1], [0.5, -0.1, -0.6], [0.4, -0.3, -0.1], [-0.8, 0.4, 0.4], [-0.3, -0.3, -0.1], [0.4, -0.7, 0.7], [0.1, 0.3, 0.4], [0.1, 0.1, 0.0], [0.4, 0.4, -0.3], [-0.2, 0.2, 0.2], [0.3, -0.1, -0.1], [-0.6, 0.7, 0.2], [0.2, 0.2, -0.1], [-0.1, 0.0, 0.0], [-0.4, -0.1, 0.0], [-0.3, 0.1, 0.7], [-0.3, -0.4, 0.0], [0.1, -0.4, 0.2], [0.8, 0.5, 0.0], [0.2, -0.2, 0.1], [-2.2, 0.5, -0.5], [0.2, -0.3, 0.1], [0.3, 0.0, 0.1], [1.2, -0.7, -0.4], [0.0, -0.1, -0.1], [0.4, 0.5, 0.5], [0.1, 0.2, 0.2], [-0.6, 0.0, 0.0], [0.3, -0.2, -0.2], [-0.3, -0.1, -0.3], [-0.2, -0.2, -0.3], [0.0, 0.0, 0.2], [0.1, 0.1, 0.0], [-0.3, -0.2, 0.0], [0.4, -0.1, -0.3], [0.1, 0.2, 0.1], [0.0, -0.1, 0.3], [0.3, -0.2, -0.2], [-0.2, 0.1, -0.2], [0.0, 0.1, 0.3], [0.1, 0.1, 0.1], [0.1, 0.0, -0.2], [-0.2, -0.2, -0.2], [-0.4, 0.0, -0.2]], "mulliken_charge": [2.23, 0.32, 1.35, 0.20, -1.97, 0.70, 0.60, -0.88, -0.95, 0.36, 0.21, 0.34, -1.21, 0.37, 0.29, 0.38, -1.72, 0.49, 0.43, 0.50, -1.61, 0.34, 0.47, 0.51, -0.72, 0.30, -0.62, -1.01, -1.17, 0.53, 0.24, -1.04, -1.00, -1.13, 0.58, 0.31, 0.36, 0.35, 0.46, 0.31, -0.33, 0.23, 0.31, 0.36, 0.42, 0.31, 0.16, 0.45, 0.40, -0.86, 0.11, -1.08, -0.94, -0.13, 0.91, -0.24, -0.76, -0.52, -0.89, -0.25, 0.35, 0.17, 0.19, 0.33, 0.34, 0.25, 0.16, 0.30, 0.42, 0.18, 0.35, 0.32, 0.36, 0.15], "homo_lumo_gap_ev": 5.3, "homo_ev": -5.576, "e_above_lowest_ev": 0.000, "lumo_energy_ev": -0.259, "max_force_ha_per_bohr": 0.0853, "mol_weight_g_mol": 503.06}

---

{"formula": "C24H46Br2CaCl7F3KN5O8", "method": "ωB97M-V/def2-TZVPD", "symbols": ["C", "C", "O", "C", "C", "O", "C", "C", "C", "C", "C", "O", "C", "O", "N", "C", "C", "C", "C", "C", "N", "O", "N", "C", "C", "O", "Cl", "H", "H", "H", "H", "H", "H", "H", "H", "H", "H", "H", "H", "H", "H", "H", "H", "H", "H", "H", "H", "H", "H", "H", "H", "H", "H", "H", "H", "H", "H", "H", "F", "Ca", "C", "Cl", "Cl", "Cl", "Cl", "C", "C", "O", "H", "H", "H", "H", "H", "C", "O", "N", "N", "H", "H", "H", "H", "Br", "C", "C", "Br", "H", "H", "H", "H", "F", "F", "C", "Cl", "Cl", "H", "H", "K"], "coordinates": [[5.980646, 3.454100, 0.159663], [5.424722, 2.035549, 0.708728], [4.924896, 1.271627, -0.461389], [3.465501, 1.442565, -0.391040], [2.813161, 0.869836, -1.739072], [1.563007, 0.226047, -1.402375], [0.470457, 1.177181, -1.373307], [-0.853503, 0.666601, -0.630502], [-2.025282, 0.161446, -1.654900], [-2.569089, 1.319362, -2.601311], [-3.132879, 2.593073, -1.838473], [-2.032177, 3.589871, -1.701848], [-2.137930, 4.219718, -0.437948], [-1.099305, 4.625695, 0.146143], [-1.597116, -0.973251, -2.524985], [-0.708702, -1.923472, -1.772628], [-0.830699, -1.812713, -0.178246], [0.065436, -2.978231, 0.449040], [1.633716, -2.677321, 0.531253], [2.280030, -3.198443, 1.920919], [1.500517, -3.468248, 3.135399], [3.524657, -3.415766, 1.929499], [-0.596185, -0.442741, 0.383507], [-1.548464, -0.198359, 1.540229], [-1.089791, -1.022204, 2.860356], [0.052930, -0.706259, 3.293740], [-2.082106, -2.320933, 3.634370], [6.429563, 4.060114, 1.014830], [6.843492, 3.307816, -0.612016], [5.142288, 4.062056, -0.337095], [6.222230, 1.466203, 1.301767], [4.547701, 2.251591, 1.421970], [3.188728, 2.538828, -0.252072], [3.104796, 0.765808, 0.461672], [3.502014, 0.033611, -2.134017], [2.721320, 1.633741, -2.579031], [0.177867, 1.414344, -2.457443], [0.814817, 2.149463, -0.882676], [-1.306320, 1.602033, -0.128131], [-2.906892, -0.143459, -0.975431], [-1.781437, 1.556866, -3.405636], [-3.459496, 0.867130, -3.176440], [-3.909226, 3.098509, -2.514804], [-3.522674, 2.336778, -0.803550], [-3.149887, 4.348847, 0.093745], [-1.035733, -0.565125, -3.288834], [-1.088373, -2.983604, -2.037398], [0.382727, -1.911013, -2.153715], [-1.926506, -2.076636, 0.070306], [-0.057528, -3.906074, -0.225258], [-0.413943, -3.281105, 1.450198], [2.153106, -3.308358, -0.281333], [1.940643, -1.599096, 0.335654], [1.815212, -4.336066, 3.605531], [1.575365, -2.713993, 3.831660], [0.348307, -0.294611, 0.786440], [-2.639742, -0.406479, 1.261270], [-1.529635, 0.903829, 1.881963], [-4.745669, 0.492021, -1.270033], [7.472952, 1.566028, -1.277943], [0.156980, -2.642108, -6.034084], [1.730901, -3.291285, -5.530028], [0.131115, -0.886715, -5.772615], [-0.106094, -2.986663, -7.756654], [-1.131477, -3.404862, -5.073517], [-2.787707, -5.176977, 5.314760], [-2.957880, -5.802563, 6.714573], [-3.048033, -7.126679, 6.552675], [-3.643393, -5.392741, 4.664194], [-2.709308, -4.085560, 5.400139], [-1.879226, -5.531760, 4.817941], [-3.821475, -5.267935, 7.167538], [-2.116779, -5.404537, 7.312406], [2.906472, 0.389184, 6.056395], [4.009963, 0.721376, 6.462556], [2.678852, 0.032326, 4.766885], [1.813378, 0.347864, 6.857093], [1.780667, -0.243773, 4.411196], [3.466793, 0.050331, 4.141750], [1.941443, 0.605748, 7.821738], [0.899140, 0.077696, 6.541947], [0.366974, 3.010644, -5.185371], [-0.470300, 3.584564, -6.850291], [-0.156688, 2.633492, -7.975937], [1.658530, 2.895706, -8.644820], [-0.134734, 4.603368, -7.039724], [-1.547552, 3.593295, -6.639009], [-0.804740, 2.826099, -8.831815], [-0.240827, 1.584816, -7.690886], [-3.175247, 4.340606, -6.243777], [3.467141, -1.527761, -5.928839], [-5.552590, 4.064230, 2.291633], [-5.209218, 3.364520, 0.706126], [-4.590989, 3.286366, 3.557008], [-5.313930, 5.126423, 2.269520], [-6.609029, 3.928179, 2.516683], [-5.138410, -7.769084, 6.353008]], "forces_ev_per_a": [[-0.3, -0.2, 0.7], [0.0, 1.2, -0.2], [0.5, 1.4, 1.8], [-1.3, -0.9, -1.4], [0.8, -0.9, 0.1], [0.3, 1.0, 0.1], [-0.6, 0.8, -0.5], [-0.8, 1.5, -2.3], [-0.3, 0.4, 0.5], [-0.4, -0.5, -0.1], [-0.3, -0.3, -1.4], [-0.8, 0.8, 3.5], [3.3, 0.5, 0.1], [-3.2, -1.3, -1.9], [1.4, 0.8, 1.4], [-0.1, -0.9, -0.6], [-0.6, -2.8, -1.6], [-0.4, 0.0, 0.1], [-0.2, -1.2, 0.7], [3.7, -0.4, 0.1], [0.1, 0.0, -0.8], [-4.1, 0.7, -0.3], [-0.7, 1.2, 1.3], [-1.7, 0.1, 1.9], [3.7, 1.2, 0.3], [-4.4, -1.5, -1.3], [1.1, 1.8, -1.1], [-0.5, -0.8, -1.2], [-1.6, 1.5, 1.3], [1.4, -1.0, 0.6], [-1.0, 0.4, -0.9], [1.6, -0.4, -0.9], [0.5, -1.4, 0.0], [0.4, 1.2, -1.1], [-1.1, 1.2, 0.6], [-0.1, -0.8, 1.2], [0.3, -0.2, 1.5], [-0.5, -1.2, -0.6], [0.9, -1.7, -0.4], [0.8, 0.5, -1.3], [-1.0, 0.2, 1.3], [1.4, 0.6, 1.2], [0.9, -0.9, 1.3], [0.3, 0.0, -1.7], [1.3, -0.4, -1.4], [-0.4, -0.4, 0.3], [0.6, 1.5, 0.7], [-1.5, 0.2, 0.9], [1.7, 0.6, -0.4], [0.0, 1.6, 1.0], [1.2, 0.5, -1.3], [-0.6, 1.1, 1.4], [-0.5, -1.3, 0.4], [0.1, 0.8, -0.7], [-0.1, -0.3, -0.7], [-0.3, -0.5, -0.5], [1.7, 0.1, 0.0], [0.3, -1.7, -0.7], [0.1, -0.1, 0.6], [-0.7, -1.5, -0.5], [0.4, -0.1, 0.0], [-0.7, 0.0, -0.1], [0.0, -0.2, 0.0], [0.0, 0.1, 0.3], [0.0, 0.1, -0.1], [0.1, 0.9, 0.1], [0.7, 0.9, -1.5], [0.8, -0.7, 0.9], [0.0, -0.1, 0.1], [-0.1, 0.0, 0.0], [-0.1, -0.2, 0.2], [-0.6, -0.1, 0.2], [0.2, -0.3, 0.2], [0.4, 0.2, 0.4], [-0.1, 0.0, -0.1], [0.1, -0.2, -0.9], [-0.4, 0.1, 0.5], [0.0, 0.1, 0.0], [-0.1, -0.1, 0.2], [0.0, -0.1, -0.2], [0.1, 0.0, 0.0], [0.2, 0.0, 0.1], [0.0, -0.2, -0.3], [0.0, 0.1, 0.0], [0.1, -0.1, -0.1], [0.0, -0.2, 0.0], [-0.6, 0.3, 0.2], [0.0, 0.1, 0.2], [0.0, 0.2, 0.0], [0.4, -0.2, -0.1], [0.4, 0.3, 0.2], [-0.2, 0.3, -0.3], [-0.5, -0.1, 0.3], [0.0, 0.0, 0.2], [0.1, -0.2, 0.1], [0.2, -0.1, 0.0], [-1.1, -0.4, -0.1]], "mulliken_charge": [-0.61, -0.54, -0.22, -0.03, -0.92, -0.03, -0.67, 0.21, -0.42, -1.09, -0.11, -0.31, 0.58, -0.57, -0.01, -1.04, 0.49, -1.02, 0.33, 0.03, -0.25, -0.60, 0.51, -0.25, 0.04, -0.50, -0.12, 0.35, 0.11, 0.25, 0.37, 0.36, 0.39, 0.14, 0.43, 0.31, -0.31, 0.43, 0.03, 0.52, 0.23, 0.37, 0.31, -0.05, 0.06, 0.08, 0.44, 0.08, 0.35, 0.58, 0.32, 0.46, -0.56, 0.30, 0.15, 0.38, 0.58, 0.39, -0.86, 1.19, 0.28, -0.03, 0.00, -0.13, -0.10, -0.49, -0.48, -1.03, 0.23, 0.15, 0.29, 0.23, 0.22, 0.56, -0.69, -0.18, -0.32, 0.29, 0.11, 0.20, 0.16, -0.13, -0.45, -0.41, -0.18, 0.35, 0.27, 0.39, 0.20, -0.74, -0.65, -0.33, -0.02, -0.17, 0.28, 0.32, 0.95], "homo_lumo_gap_ev": 1.3, "homo_ev": -6.699, "lumo_energy_ev": -5.407, "max_force_ha_per_bohr": 0.0943, "mol_weight_g_mol": 1076.81}